[1]
Entry from the Open Molecules 2025 dataset: a cluster of 4 separate species, C19H33FNO14P2 in total (the ωB97M-V functional and the def2-TZVPD basis).

Values from the calculation:
net charge = +1
Kohn-Sham gap = 6.526 eV

Last column: Mulliken charge in e.
Cartesian coordinates (Å):
O1 0.975 2.762 5.042  -0.462
C1 1.144 2.696 3.797  0.190
O2 2.302 3.324 3.262  -0.310
P1 2.250 3.460 1.557  0.998
O3 2.427 2.136 0.810  -0.558
O4 0.863 4.334 1.107  -0.416
O5 3.594 4.436 1.141  -0.560
C2 0.061 1.864 2.978  0.487
C3 0.460 0.416 2.529  -0.461
C4 -0.594 -0.424 1.767  0.082
F1 -0.273 -1.751 1.370  -0.099
N1 -1.908 0.048 1.460  0.157
C5 -2.307 1.396 1.857  -0.542
C6 -1.388 2.378 2.624  0.633
C7 -1.798 3.842 3.115  -0.584
P2 -3.385 4.532 2.365  1.023
O6 -3.665 5.865 3.102  -0.650
O7 -4.764 3.554 2.601  -0.518
O8 -3.176 4.985 0.711  -0.482
H1 0.817 5.089 1.741  0.355
H2 3.596 4.435 0.125  0.503
H3 1.481 -0.055 2.739  0.388
H4 -2.595 -0.570 0.968  0.278
H5 -3.383 1.681 1.575  0.400
H6 -1.906 3.869 4.254  0.429
H7 -0.951 4.577 2.855  0.091
H8 -4.536 2.714 3.062  0.363
H9 -2.664 4.282 0.244  0.355
O9 -3.259 -0.057 -0.655  -0.687
C8 -3.810 -0.716 -1.525  0.762
O10 -3.612 -0.421 -2.810  -0.337
C9 -4.066 -1.231 -3.910  -0.395
C10 -5.505 -0.913 -4.263  -0.961
C11 -4.782 -1.803 -1.162  -1.040
H10 -3.905 -2.292 -3.707  0.373
H11 -3.425 -0.979 -4.759  0.287
H12 -6.181 -1.133 -3.435  0.278
H13 -5.824 -1.491 -5.133  0.361
H14 -5.616 0.150 -4.487  0.312
H15 -5.757 -1.356 -0.955  0.279
H16 -4.418 -2.309 -0.265  0.323
H17 -4.887 -2.571 -1.925  0.359
O11 -0.304 -8.628 1.376  -0.551
C12 0.380 -7.632 1.379  0.704
O12 -0.145 -6.452 1.764  -0.384
C13 0.616 -5.255 1.971  -0.458
C14 0.827 -4.512 0.667  -0.741
C15 1.795 -7.675 0.872  -0.868
H18 1.554 -5.471 2.489  0.379
H19 0.027 -4.632 2.648  0.289
H20 1.398 -5.107 -0.048  0.314
H21 1.359 -3.574 0.839  0.234
H22 -0.135 -4.290 0.196  0.238
H23 1.787 -7.603 -0.218  0.237
H24 2.240 -8.626 1.168  0.305
H25 2.434 -6.896 1.284  0.309
O13 4.167 4.208 -1.300  -0.695
C16 4.390 3.171 -1.897  0.883
O14 5.448 2.424 -1.568  -0.324
C17 5.705 1.107 -2.084  -0.371
C18 6.417 1.175 -3.419  -0.989
C19 3.538 2.763 -3.064  -1.073
H26 4.787 0.517 -2.124  0.318
H27 6.355 0.616 -1.355  0.330
H28 5.809 1.676 -4.175  0.283
H29 6.658 0.172 -3.778  0.360
H30 7.343 1.748 -3.329  0.307
H31 3.880 3.291 -3.957  0.299
H32 2.505 3.041 -2.852  0.279
H33 3.535 1.692 -3.252  0.377



[2]
Entry from the Open Molecules 2025 dataset: a structure of composition C12H30AgBr2N2O4 (the ωB97M-V functional and the def2-TZVPD basis).

Values from the calculation:
spin multiplicity = 2
ΔE to the lowest compared entry with this formula, charge and spin = 34.3 kJ/mol
Kohn-Sham gap (alpha / beta) = 8.837 / 5.719 eV
expectation value of S² = 0.7575

Last column: Löwdin spin population.
Cartesian coordinates (Å):
Ag1 -1.436 0.065 -0.030  0.382
Br1 -3.399 1.733 -0.688  0.314
Br2 -2.004 -0.530 2.612  0.215
C1 -1.117 0.389 -3.370  0.001
O1 -0.410 0.546 -2.151  0.019
C2 0.685 1.430 -2.236  0.002
C3 1.290 1.585 -0.829  0.000
N1 0.286 1.947 0.159  0.007
C4 0.259 3.414 0.300  0.000
C5 -0.716 3.764 1.391  -0.001
O2 -0.169 3.240 2.590  0.000
C6 -1.145 3.165 3.588  0.000
H1 -1.823 -0.434 -3.240  0.000
H2 -0.433 0.203 -4.198  0.000
H3 -1.793 1.233 -3.551  0.000
H4 0.449 2.422 -2.634  0.000
H5 1.459 0.938 -2.841  0.001
H6 2.156 2.252 -0.940  0.000
H7 1.728 0.609 -0.610  0.000
H8 0.625 1.608 1.057  0.000
H9 -0.011 3.880 -0.652  0.000
H10 1.267 3.799 0.507  0.000
H11 -1.676 3.284 1.170  -0.001
H12 -0.920 4.834 1.516  0.000
H13 -0.706 2.782 4.511  0.000
H14 -1.954 2.461 3.356  0.000
H15 -1.609 4.136 3.810  0.000
C7 -3.662 -2.066 -1.281  -0.001
O3 -2.400 -1.906 -0.639  0.001
C8 -1.406 -2.885 -0.876  0.000
C9 -0.306 -2.757 0.169  0.000
N2 0.380 -1.443 0.119  0.055
C10 1.185 -1.295 1.377  0.000
C11 2.416 -2.192 1.393  0.001
O4 3.020 -2.049 0.114  0.001
C12 4.368 -2.442 0.030  0.000
H16 -4.419 -1.810 -0.545  0.000
H17 -3.815 -3.151 -1.398  0.000
H18 -3.702 -1.594 -2.257  0.000
H19 -1.015 -2.771 -1.893  0.000
H20 -1.875 -3.859 -0.693  0.000
H21 0.358 -3.596 -0.074  0.001
H22 -0.745 -2.899 1.156  0.000
H23 1.189 -1.559 -0.497  0.002
H24 0.539 -1.386 2.247  0.000
H25 1.596 -0.279 1.388  0.000
H26 2.076 -3.232 1.484  0.000
H27 3.113 -1.882 2.170  0.000
H28 5.022 -1.700 -0.437  0.000
H29 4.425 -3.296 -0.658  0.000
H30 4.775 -2.705 1.006  0.000



[3]
Entry from the Open Molecules 2025 dataset: a structure of composition C34H43AsOSSb2Y (the ωB97M-V functional and the def2-TZVPD basis).

Values from the calculation:
ΔE to the lowest compared entry with this formula, charge and spin = 42.8 kJ/mol
net charge = +3
Kohn-Sham gap = 7.022 eV

Last column: Mulliken charge in e.
Cartesian coordinates (Å):
Y1 0.368 0.720 -0.371  0.883
C1 3.397 -2.062 -2.514  -1.249
Sb1 3.210 -0.351 -1.275  0.503
C2 4.482 1.056 -2.235  -1.223
C3 4.392 -0.889 0.435  -1.759
C4 3.793 -2.015 1.230  0.869
C5 4.014 -3.320 0.784  -0.566
C6 3.543 -4.420 1.480  -0.936
C7 2.835 -4.229 2.659  -0.951
C8 2.611 -2.942 3.116  -0.382
C9 3.074 -1.822 2.421  0.957
C10 2.832 -0.470 3.032  -1.684
Sb2 0.854 0.302 2.660  0.652
C11 0.785 1.955 3.990  -1.199
C12 -0.364 -1.135 3.628  -0.943
H1 4.454 -2.237 -2.708  0.460
H2 2.877 -1.893 -3.454  0.441
H3 2.968 -2.926 -2.011  0.351
H4 5.466 0.605 -2.353  0.451
H5 4.576 1.955 -1.629  0.375
H6 4.094 1.311 -3.220  0.377
H7 4.555 0.018 1.014  0.531
H8 5.360 -1.182 0.026  0.710
H9 4.612 -3.477 -0.107  0.525
H10 3.760 -5.419 1.125  0.457
H11 2.495 -5.077 3.239  0.532
H12 2.102 -2.798 4.063  0.507
H13 3.526 0.294 2.691  0.563
H14 2.916 -0.520 4.118  0.690
H15 0.699 1.573 5.006  0.436
H16 -0.069 2.587 3.764  0.333
H17 1.701 2.535 3.900  0.418
H18 -0.060 -1.201 4.671  0.579
H19 -0.244 -2.101 3.142  0.092
H20 -1.404 -0.825 3.570  0.247
C13 -6.254 -1.291 -3.294  -0.492
C14 -5.124 -2.053 -3.566  -0.720
C15 -3.925 -1.766 -2.934  -0.477
C16 -3.881 -0.714 -2.025  0.497
C17 -5.003 0.057 -1.745  -0.320
C18 -6.196 -0.240 -2.389  -0.726
As1 -2.210 -0.338 -1.171  1.071
C19 -2.543 0.826 0.362  -0.006
C20 -3.056 0.406 1.589  -0.731
C21 -3.186 1.310 2.633  -0.388
C22 -2.776 2.631 2.480  -0.829
C23 -2.245 3.059 1.272  -0.679
C24 -2.139 2.160 0.213  -0.042
C25 -1.637 -1.947 -0.265  -0.218
C26 -0.269 -2.225 -0.303  -0.599
C27 0.276 -3.284 0.416  -0.241
C28 -0.571 -4.095 1.156  -0.620
C29 -1.942 -3.854 1.166  -0.905
C30 -2.477 -2.777 0.470  -0.500
H21 -7.187 -1.520 -3.791  0.424
H22 -5.178 -2.872 -4.270  0.413
H23 -3.046 -2.365 -3.146  0.412
H24 -4.963 0.872 -1.032  0.429
H25 -7.080 0.346 -2.179  0.423
H26 -3.375 -0.619 1.727  0.449
H27 -3.620 0.989 3.571  0.461
H28 -2.890 3.329 3.299  0.486
H29 -1.958 4.095 1.146  0.400
H30 -1.817 2.521 -0.764  0.814
H31 0.384 -1.705 -1.014  1.099
H32 1.339 -3.491 0.376  0.434
H33 -0.167 -4.935 1.704  0.464
H34 -2.600 -4.514 1.716  0.476
H35 -3.548 -2.612 0.472  0.587
O1 0.969 2.623 -0.999  -0.728
S1 1.646 3.911 -1.594  0.294
C31 1.288 3.851 -3.365  -0.634
C32 -0.078 4.497 -3.558  -0.505
C33 -0.069 5.715 -2.641  -0.791
C34 0.426 5.228 -1.278  0.047
H36 1.396 2.817 -3.690  0.378
H37 2.088 4.440 -3.822  0.501
H38 -0.874 3.801 -3.282  0.180
H39 -0.225 4.769 -4.602  0.420
H40 -1.052 6.173 -2.537  0.394
H41 0.603 6.479 -3.033  0.348
H42 -0.355 4.725 -0.705  -0.316
H43 0.894 5.990 -0.658  0.519